Entry 1:
119
Properties=species:S:1:pos:R:3:lowdin_charge:R:1 method="wB97M-V/def2-TZVPD" energy_ev=-98276.598 orbital_gap_ev=6.274 lumo_ev=0.9 total_charge=-1 homo_energy_ev=-5.34 max_force_ev_per_a=6.3
C 1.594 2.729 3.120 -0.0787
C 0.631 3.691 2.247 -0.2855
O -0.590 3.032 1.801 -0.2689
P -0.380 2.510 0.175 0.7097
O 1.031 1.871 0.142 -0.3440
C -1.708 1.223 -0.130 -0.3120
C -1.449 -0.099 0.790 -0.3668
Nb -0.501 -1.772 -0.482 1.8088
F 0.342 -0.335 -1.743 -0.4608
C -1.236 -3.413 0.898 -0.3528
C -1.910 -2.911 2.241 -0.3080
N -3.213 -2.933 2.458 0.0292
C 0.401 -3.413 -1.808 -0.2824
C 1.843 -3.077 -2.416 -0.3924
O 1.682 -2.950 -3.869 -0.1139
C 2.984 -4.156 -2.075 -0.2115
N 4.113 -3.615 -1.263 -0.0145
C -2.495 -1.794 -1.658 -0.3371
C -2.418 -1.215 -3.047 -0.0903
C -3.684 -1.131 -3.904 -0.0407
C -4.897 -1.683 -3.145 -0.0818
C -4.717 -2.251 -1.761 -0.1693
N -3.577 -2.357 -0.932 -0.0029
P 1.656 -1.646 0.939 0.5291
O 2.750 -0.775 0.287 -0.4231
O 1.337 -1.065 2.543 -0.3041
O 2.310 -3.235 1.193 -0.2920
O -0.341 3.790 -0.945 -0.2504
C -1.502 3.826 -1.809 -0.2930
C -2.812 4.453 -1.087 -0.1061
H 2.501 2.524 2.440 0.0732
H 1.093 1.719 3.335 0.0847
H 1.971 3.232 4.075 0.0390
H 0.346 4.573 2.915 0.0909
H 1.165 4.131 1.325 0.0721
H -2.751 1.612 0.164 0.0865
H -1.800 0.947 -1.240 0.0571
H -2.506 -0.459 1.077 0.0408
H -0.856 0.152 1.727 0.0308
H -1.940 -4.142 0.354 0.0591
H -0.319 -4.043 1.206 0.0368
H -1.259 -2.494 3.071 0.0999
H -3.656 -3.316 1.608 0.0234
H -0.358 -3.725 -2.598 0.0548
H 0.540 -4.321 -1.110 0.0384
H 2.223 -2.075 -2.054 0.0670
H 1.835 -3.810 -4.306 0.0927
H 2.587 -5.118 -1.603 0.1051
H 3.441 -4.477 -3.086 0.1135
H 4.128 -2.586 -1.248 0.0511
H 5.015 -3.895 -1.678 0.0314
H -1.421 -0.839 -3.460 0.0619
H -3.769 -0.696 -4.943 0.0744
H -5.927 -1.666 -3.626 0.0774
H -5.672 -2.676 -1.281 0.0940
H 2.161 -0.706 2.933 0.0449
H 1.876 -3.547 2.019 0.0351
H -1.251 4.578 -2.645 0.1224
H -1.725 2.844 -2.347 0.1074
H -3.163 3.824 -0.210 0.0655
H -3.632 4.660 -1.858 0.0753
H -2.476 5.485 -0.710 0.0806
O 3.210 -1.501 -5.781 -0.0900
H 3.888 -0.996 -5.320 0.0111
H 2.545 -1.672 -5.095 -0.0124
O 3.093 2.479 5.518 -0.0790
H 3.826 3.039 5.809 0.0568
H 3.493 1.607 5.415 0.0668
O -0.092 4.884 4.898 -0.0631
H -0.129 4.020 5.327 0.0486
H -0.989 5.227 4.987 0.0520
O 3.295 -0.331 -3.032 -0.0654
H 3.938 0.349 -2.777 0.0067
H 2.598 -0.252 -2.365 0.0182
O 7.245 -4.101 -1.282 -0.0648
H 7.454 -4.962 -0.907 0.0393
H 7.425 -3.484 -0.564 0.0332
O 2.968 2.234 -4.636 -0.0697
H 2.943 1.359 -4.220 -0.0071
H 2.069 2.567 -4.533 0.0264
O -5.670 -1.685 4.077 -0.0671
H -4.930 -1.962 3.513 -0.0025
H -5.378 -1.906 4.969 0.0497
O -7.748 0.414 4.801 -0.0795
H -8.450 -0.089 4.368 -0.0057
H -6.941 -0.028 4.509 -0.0083
O 5.408 1.234 -1.914 -0.0367
H 5.250 1.797 -1.146 0.0573
H 6.156 1.649 -2.360 0.0526
O 2.456 5.726 0.643 -0.0586
H 2.644 6.601 0.285 0.0394
H 2.699 5.124 -0.073 0.0485
O -0.898 0.517 -5.066 -0.0568
H 0.064 0.429 -5.102 0.0450
H -1.146 0.738 -5.972 0.0446
O -5.400 0.697 -5.779 -0.0715
H -6.230 0.207 -5.825 0.0386
H -5.358 0.999 -4.862 0.0375
O 1.767 4.323 7.307 -0.0704
H 1.943 5.202 6.951 0.0356
H 2.013 3.725 6.587 -0.0168
O 4.820 4.011 3.567 -0.0639
H 4.369 4.559 2.912 0.0338
H 4.738 3.116 3.216 0.0293
O 8.540 -2.317 -3.324 -0.0787
H 8.501 -3.178 -2.886 0.0044
H 7.649 -1.963 -3.220 0.0282
O 8.723 -4.145 1.008 -0.0455
H 8.932 -5.008 1.385 0.0506
H 8.903 -3.526 1.727 0.0538
O -9.130 -1.976 3.841 -0.0624
H -8.167 -2.068 3.781 0.0261
H -9.453 -2.380 3.026 0.0398
O -8.450 -4.822 3.044 -0.0613
H -8.558 -5.743 2.779 0.0360
H -9.150 -4.682 3.694 0.0298
O -4.721 6.385 -0.592 -0.0774
H -5.548 5.890 -0.642 0.0459
H -4.681 6.680 0.325 0.0477

=====

Entry 2:
120
Properties=species:S:1:pos:R:3:lowdin_charge:R:1 method="wB97M-V/def2-TZVPD" energy_ev=-93533.699 orbital_gap_ev=8.185 lumo_ev=-0.3 total_charge=0 homo_energy_ev=-8.44 max_force_ev_per_a=6.1
C -4.234 5.175 -1.521 -0.0297
C -4.233 3.703 -2.219 -0.3648
O -5.590 3.260 -2.503 -0.0856
C -3.530 2.616 -1.269 -0.2044
N -4.397 2.090 -0.171 -0.0609
C -3.530 1.437 0.887 -0.1819
C -2.769 0.159 0.293 -0.1666
O -2.112 -0.670 1.279 -0.1222
C -0.946 -0.037 1.832 -0.2362
C -0.836 -0.588 3.365 -0.1210
O 0.535 -0.667 3.853 -0.2521
S 1.392 0.698 3.411 0.8021
O 0.570 1.889 3.878 -0.3373
O 2.729 0.758 4.134 -0.3475
C 1.600 0.692 1.569 -0.1243
C 0.407 -0.266 0.990 -0.2119
O 0.932 -1.624 1.058 -0.0357
C 1.084 -2.141 -0.264 -0.3265
O 0.093 -2.744 -0.768 0.0833
C 2.374 -1.980 -1.174 -0.0612
C 3.115 -3.276 -1.655 0.0027
C 4.385 -3.228 -2.600 -0.0260
C 4.914 -1.839 -3.074 -0.0445
C 4.177 -0.585 -2.550 -0.0897
C 2.933 -0.600 -1.624 -0.0198
H -3.401 5.805 -1.983 0.0815
H -5.265 5.664 -1.688 0.0810
H -4.034 4.971 -0.404 0.0629
H -3.628 3.719 -3.206 0.1335
H -5.524 2.528 -3.159 0.0674
H -2.522 3.045 -0.894 0.1262
H -3.263 1.706 -1.934 0.0988
H -4.874 2.888 0.300 0.0721
H -4.169 1.229 1.809 0.1367
H -2.770 2.269 1.195 0.0881
H -2.056 0.419 -0.582 0.1236
H -3.586 -0.503 -0.192 0.1489
H -1.050 1.111 1.950 0.1483
H -1.250 -1.666 3.321 0.1399
H -1.485 0.040 4.083 0.1292
H 1.540 1.761 1.180 0.0998
H 2.613 0.182 1.345 0.0997
H 0.264 0.065 -0.109 0.1662
H 2.722 -4.293 -1.318 0.0756
H 4.872 -4.204 -2.951 0.0972
H 5.818 -1.821 -3.786 0.0729
H 4.561 0.440 -2.901 0.1000
H 2.429 0.362 -1.273 0.0930
O -2.632 -2.698 5.286 -0.0600
H -3.148 -3.515 5.243 0.0598
H -1.728 -3.002 5.438 0.0506
O -4.379 0.865 -4.090 -0.0447
H -3.428 0.697 -4.106 0.0622
H -4.689 0.537 -4.946 0.0651
O 4.199 -5.450 0.000 -0.0793
H 3.677 -6.211 0.295 0.0097
H 4.590 -5.105 0.817 0.0161
O 3.327 3.192 0.821 -0.0459
H 3.513 4.028 1.268 0.0610
H 4.174 2.728 0.832 0.0640
O 2.943 -6.998 1.914 -0.0530
H 1.981 -6.943 1.974 0.0606
H 3.180 -7.654 2.583 0.0377
O -2.721 -4.124 7.710 -0.0650
H -3.566 -3.936 8.138 0.0459
H -2.410 -3.259 7.419 0.0113
O 4.320 0.112 6.653 -0.0710
H 3.778 -0.268 5.950 0.0005
H 4.175 1.062 6.569 0.0311
O 6.300 -2.831 -5.478 -0.0632
H 7.253 -2.984 -5.478 0.0516
H 6.010 -3.161 -6.338 0.0522
O -2.256 1.316 6.258 -0.0565
H -2.438 0.368 6.287 0.0190
H -1.350 1.391 6.582 0.0425
O 2.295 0.674 -4.831 -0.0705
H 1.333 0.724 -4.772 0.0311
H 2.537 0.019 -4.161 -0.0115
O 4.378 -4.757 2.889 -0.0537
H 3.417 -4.703 2.949 0.0385
H 4.617 -5.411 3.558 0.0494
O 3.875 -1.062 2.315 -0.0670
H 3.359 -1.818 2.621 0.0428
H 4.272 -0.708 3.121 0.0421
O 1.359 3.277 -1.482 -0.0807
H 1.987 3.614 -0.829 -0.0098
H 1.190 4.035 -2.060 0.0062
O -6.307 -1.411 -3.481 -0.0651
H -5.667 -0.696 -3.599 -0.0158
H -7.038 -0.995 -3.008 0.0393
O -6.169 6.649 -3.861 -0.0648
H -5.768 5.852 -3.489 -0.0089
H -7.086 6.395 -4.023 0.0401
O -0.589 4.784 -2.967 -0.0571
H -1.132 4.390 -3.660 0.0393
H -0.743 5.733 -3.061 0.0326
O -0.336 6.773 -5.251 -0.0563
H -0.230 6.109 -5.946 0.0033
H 0.326 7.441 -5.463 0.0431
O 7.407 -4.610 -0.848 -0.0674
H 7.532 -3.669 -0.675 0.0336
H 6.458 -4.746 -0.721 -0.0010
O -1.386 4.131 1.453 -0.0532
H -1.201 4.961 1.909 0.0501
H -0.541 3.663 1.467 0.0311
O -0.101 5.154 -7.919 -0.0518
H 0.852 4.997 -7.939 0.0490
H -0.412 4.805 -8.763 0.0476
O 1.961 -9.478 3.386 -0.0506
H 2.357 -10.276 3.759 0.0484
H 1.045 -9.730 3.214 0.0480
O 2.816 -5.797 -3.812 -0.0605
H 1.958 -5.398 -4.000 0.0434
H 2.748 -6.078 -2.891 0.0263
O -5.025 4.302 1.805 -0.0581
H -4.090 4.109 1.647 0.0098
H -5.032 5.238 2.042 0.0535
O -5.312 -0.988 4.450 -0.0579
H -5.131 -0.154 4.900 0.0334
H -4.465 -1.452 4.467 -0.0031

=====

Entry 3:
31
Properties=species:S:1:pos:R:3:nbo_charge:R:1 method="wB97M-V/def2-TZVPD" e_above_lowest_kj_mol=395.7 energy_ev=-32633.714 orbital_gap_ev=2.185 lumo_ev=2.9 total_charge=-2 homo_energy_ev=0.75 max_force_ev_per_a=4.7
C 1.400 -3.455 2.596 -0.3158
C 1.179 -2.423 1.968 0.0213
C 1.034 -1.312 0.929 -0.2094
C -0.271 -1.098 0.182 -0.0740
C -1.546 -1.939 0.319 0.0126
C -2.896 -1.414 -0.096 -0.2829
C -4.079 -2.269 0.030 0.0133
N -4.230 -3.560 0.528 -0.4675
C -2.963 -4.003 0.892 0.0136
C -1.651 -3.352 0.821 -0.2919
C -0.322 0.045 -0.824 -0.1623
C 0.861 0.914 -1.027 -0.1109
C 2.165 0.709 -0.266 -0.2476
C 2.235 -0.425 0.695 0.4748
F 3.411 -0.675 1.392 -0.3267
C 3.198 1.807 -0.688 0.6864
O 4.385 1.876 -0.428 -0.5478
N 2.354 2.747 -1.439 -0.7405
C 1.120 2.141 -1.969 0.6851
O 0.470 2.479 -2.939 -0.5185
H 1.638 -4.389 3.160 0.2410
H -2.993 -0.370 -0.502 0.2314
H -5.053 -1.809 -0.339 0.1809
H -2.958 -5.060 1.318 0.1750
H -0.726 -3.904 1.141 0.2429
H -1.265 0.227 -1.418 0.2314
H 1.956 3.477 -0.794 0.4824
C 0.853 6.274 -0.846 0.9140
O -0.017 6.589 -1.682 -0.7819
O 1.892 6.962 -0.586 -0.7527
O 0.818 5.209 -0.130 -0.7754

=====

Entry 4:
58
Properties=species:S:1:pos:R:3:lowdin_charge:R:1 method="wB97M-V/def2-TZVPD" energy_ev=-350140.278 orbital_gap_ev=6.540 lumo_ev=-8.8 total_charge=+3 homo_energy_ev=-15.39 max_force_ev_per_a=1.8
Ba -2.773 4.264 3.366 2.0707
Ba 3.860 2.309 -0.323 2.0912
Ba -4.709 0.450 -4.457 1.8683
O 1.265 6.701 5.647 0.2211
C 1.501 5.625 5.211 -0.3751
O 2.668 5.091 4.889 0.2741
B 2.488 3.692 4.519 -0.8516
O 1.003 3.490 4.518 0.2466
C 0.426 4.557 4.919 -0.3943
O -0.777 4.712 5.062 -0.1201
O 3.166 2.753 5.367 0.2780
C 3.872 1.887 4.646 -0.3797
O 4.474 0.938 5.004 0.2264
C 3.735 2.348 3.176 -0.3971
O 3.007 3.420 3.136 0.2252
O 4.236 1.837 2.193 -0.1346
O 2.546 -0.362 -0.821 0.0691
C 2.097 -0.319 -1.929 -0.3918
O 1.066 -0.925 -2.451 0.2759
B 0.807 -0.483 -3.822 -0.8332
O 1.990 0.341 -4.169 0.2974
C 2.689 0.537 -3.105 -0.3989
O 3.669 1.242 -2.994 0.0013
O -0.457 0.280 -3.988 0.2644
C -1.163 -0.301 -4.911 -0.3772
O -2.279 0.006 -5.272 -0.1579
C -0.417 -1.545 -5.423 -0.3786
O 0.683 -1.644 -4.695 0.2772
O -0.827 -2.264 -6.265 0.2152
O -3.138 -1.004 -2.597 -0.0653
C -2.568 -0.791 -1.556 -0.3487
O -2.198 0.387 -1.072 0.2437
B -1.409 0.163 0.154 -0.8343
O -1.481 -1.264 0.415 0.2487
C -2.096 -1.891 -0.586 -0.3613
O -2.242 -3.050 -0.737 0.2213
O -0.006 0.582 0.084 0.2472
C 0.234 1.562 0.903 -0.4052
O 1.264 2.182 1.014 0.0234
C -1.014 1.698 1.811 -0.4686
O -1.947 0.960 1.340 0.2584
O -1.061 2.428 2.784 -0.1569
Br 0.850 -0.259 3.684 0.8090
C 2.057 -1.597 2.888 -0.6201
C 1.295 -2.423 1.902 -0.7129
Br 2.436 -3.902 1.366 0.7002
H 2.510 -2.185 3.677 0.0681
H 2.819 -0.996 2.401 0.0495
H 1.025 -1.859 1.020 0.0257
H 0.441 -2.897 2.371 0.0593
Br -5.740 -3.462 -2.119 0.6501
C -4.645 -4.738 -3.063 -0.6577
C -3.579 -4.154 -3.963 -0.5696
Br -4.305 -2.747 -5.121 0.5966
H -5.264 -5.433 -3.625 0.0764
H -4.156 -5.332 -2.292 0.0761
H -3.196 -4.874 -4.681 0.0791
H -2.725 -3.745 -3.429 0.0562